Entry 1:
68
Properties=species:S:1:pos:R:3:lowdin_charge:R:1 method="wB97M-V/def2-TZVPD" total_charge=+1 homo_lumo_gap_ev=7.3 e_above_lowest_kj_mol=37.54
H -2.538 -2.645 -0.236 0.036
P -3.049 -0.307 0.176 0.757
C -0.249 4.866 2.694 -0.025
C -0.667 -2.048 4.870 -0.039
H 2.295 -3.105 -5.308 0.033
H 3.622 0.039 0.124 0.129
N -0.383 -0.636 2.491 0.032
N -0.777 2.415 -1.401 -0.152
C -3.752 -0.735 1.818 -0.293
H 0.777 -2.369 -4.755 0.005
H -1.334 -0.165 5.683 0.112
C -3.227 -1.919 -0.673 -0.298
C 1.441 2.223 -2.541 -0.200
N 2.209 0.766 1.486 -0.155
H 1.710 1.311 3.446 0.122
H -3.110 -1.463 2.317 0.026
C -0.213 -2.679 3.725 -0.011
S -0.166 -1.057 -2.555 0.504
H 1.015 1.592 -3.321 0.096
H -0.402 5.744 3.309 0.120
C 0.920 2.849 2.203 -0.255
H -4.750 -1.166 1.721 0.049
H -2.957 -1.831 -1.724 0.010
C -0.810 3.542 0.796 -0.249
C -0.077 -1.947 2.554 -0.265
N 1.273 -2.610 -0.770 -0.118
H -1.066 1.010 3.520 0.113
C 3.339 1.005 0.549 -0.175
H -4.237 0.875 -1.595 0.040
H 3.886 2.249 -1.124 0.129
H 0.624 -3.703 1.356 0.130
H -1.897 4.192 -0.947 0.130
H 2.209 -1.354 -5.005 0.030
H 2.420 0.529 -1.949 0.099
H 2.544 2.870 -0.179 0.109
C 0.750 3.963 3.014 -0.008
S 2.379 -2.696 -2.997 0.850
N 0.135 2.649 1.140 0.014
C 1.860 -2.331 -4.677 -0.430
H -3.813 0.147 2.457 0.038
C -0.973 -0.699 4.815 -0.045
H -2.497 2.697 -0.242 0.093
N 0.643 -1.959 0.270 -0.157
H -0.780 -2.603 5.792 0.118
H -5.369 0.022 -0.538 0.047
H 0.037 -3.732 3.729 0.121
H 0.034 3.846 -2.772 0.129
C 2.002 1.805 2.517 -0.134
C 0.367 3.158 -1.989 -0.188
H -1.797 5.382 1.283 0.124
Sr 0.130 0.462 0.041 1.150
C -1.038 4.665 1.567 -0.002
N 1.983 1.328 -1.497 -0.166
C -1.587 3.245 -0.493 -0.147
C 2.973 1.956 -0.594 -0.196
H 1.394 4.126 3.869 0.125
H -4.248 -2.296 -0.579 0.048
H 2.937 2.333 2.734 0.130
H 0.797 3.779 -1.200 0.109
C -4.453 0.616 -0.557 -0.301
H -1.355 2.047 -2.149 0.115
H 2.366 -0.117 1.956 0.107
C -0.816 -0.044 3.605 -0.155
C 1.089 -2.087 -1.973 -1.149
H -4.635 1.542 -0.008 0.034
H 2.230 2.837 -2.991 0.126
H 4.213 1.400 1.077 0.122
C 0.431 -2.632 1.329 -0.094



Entry 2:
88
Properties=species:S:1:pos:R:3:lowdin_charge:R:1 method="wB97M-V/def2-TZVPD" total_charge=-1 homo_lumo_gap_ev=9.0
C 3.831 1.346 2.488 -0.250
H 0.578 3.267 -4.094 0.045
C -1.050 -3.262 4.854 -0.645
N 3.062 3.905 -4.907 0.135
F -0.418 0.952 4.903 0.141
N -1.884 -6.014 1.693 0.112
F 1.481 4.819 2.124 0.201
H -2.077 -2.937 4.687 0.066
Cl 1.617 -2.756 5.052 0.535
H 3.429 1.303 0.320 0.072
C -2.444 -0.119 -4.945 -0.273
Be -0.994 1.752 1.142 1.001
N -3.016 0.629 -0.257 0.167
H 4.722 0.323 0.867 0.065
F 1.226 2.851 1.126 0.106
C 4.763 3.121 -3.100 -0.070
H -5.067 3.521 4.226 0.083
C 3.205 -1.245 -3.501 -0.683
N 3.886 1.929 3.494 0.149
C 3.801 3.550 -4.110 -0.311
C -0.056 -2.133 4.792 -0.652
H 5.729 3.580 -3.309 0.085
Cl -0.010 -4.621 -5.025 0.521
F 1.168 2.533 4.513 0.159
N -3.307 3.012 1.725 0.177
C -2.759 0.024 4.048 -0.255
C -0.788 -3.707 0.967 -0.068
H -0.771 4.325 -4.334 0.076
H -5.387 4.941 3.111 0.087
C -3.477 -1.547 -1.636 -0.024
C -3.276 -0.096 5.384 -0.042
B 0.305 -0.524 -0.389 -1.550
C -0.570 3.475 -2.344 -0.173
H -4.427 -1.999 -1.352 0.088
H -4.134 -0.767 5.346 0.087
H -1.206 -2.836 1.473 0.072
B 0.897 4.227 1.085 -1.415
H -0.729 -4.009 4.129 0.041
H 0.658 4.890 -3.381 0.080
H -0.885 0.357 -3.744 0.059
C 3.741 0.691 1.166 -0.069
H 0.836 -3.986 -1.581 0.057
C -0.003 4.053 -3.611 -0.053
H 4.330 3.463 -2.160 0.093
C -4.184 3.415 2.355 -0.223
Cl 0.287 -6.188 -2.333 0.553
Cl -0.901 -4.154 6.421 0.501
H 1.689 -4.399 -3.114 0.047
C -3.208 -0.340 -0.825 -0.222
H -3.632 0.901 5.640 0.094
H 5.349 -1.589 -3.633 0.072
H -1.008 -3.554 -0.089 0.059
H -0.519 -0.791 -5.039 0.074
H -0.178 -1.381 5.572 0.056
F 0.567 1.079 2.904 0.121
F -0.786 2.747 3.462 0.123
F 0.800 0.683 -0.110 0.197
H -0.573 1.001 -5.350 0.083
H -2.577 -0.587 6.062 0.089
H 2.827 -1.979 -4.212 0.074
F -0.488 4.335 1.187 0.098
H -0.238 -2.773 -3.471 0.052
H 4.903 2.042 -3.168 0.025
B 0.115 1.827 3.994 -1.400
H -0.144 -1.730 3.783 0.066
H -2.776 -2.318 -1.316 0.063
Cl 3.359 0.259 -4.353 0.665
H 2.551 -1.181 -2.631 0.068
F 1.384 4.849 -0.051 0.118
Cl 4.595 -2.939 -1.834 0.590
H -6.215 3.413 2.886 0.082
H -1.300 -4.026 -2.969 0.066
C -1.003 0.158 -4.809 -0.051
F -0.629 -0.762 0.514 0.174
H 4.822 -0.687 -2.331 0.055
N -0.934 3.004 -1.329 0.184
C -5.277 3.861 3.211 -0.051
N -2.398 0.158 2.954 0.197
C 0.761 -4.485 -2.548 -0.687
H 0.295 -3.818 1.020 0.094
C -0.314 -3.858 -3.402 -0.634
H -3.295 -1.372 -2.696 0.051
C -1.381 -4.982 1.415 -0.264
F -0.213 -0.583 -1.686 0.115
C 4.527 -1.557 -2.917 -0.731
H 3.072 -0.166 1.241 0.071
N -3.566 -0.351 -5.094 0.122
F 1.305 -1.468 -0.244 0.133



Entry 3:
74
Properties=species:S:1:pos:R:3:lowdin_spin:R:1 method="wB97M-V/def2-TZVPD" total_charge=0 homo_lumo_gap_ev="7.4 / 6.5" spin_multiplicity=5 e_above_lowest_kj_mol=127.01
O 1.125 -2.758 -2.045 0.047
N 2.541 -1.092 -0.165 0.053
H 0.905 -0.451 4.844 0.000
H -4.208 -0.303 -1.472 0.001
C 3.683 0.999 -0.520 0.005
N -0.491 -1.773 3.964 0.002
H -4.477 1.586 0.235 0.000
H 2.435 4.885 -0.674 0.000
C -0.303 -2.229 2.712 0.005
C -2.125 -2.752 -2.198 0.100
H -0.398 -3.791 1.434 0.000
H -3.423 0.112 -3.003 0.000
C -6.021 0.733 -3.438 0.000
C 4.511 3.127 -2.537 0.000
C 4.897 -1.039 0.038 0.005
H -3.165 0.605 0.921 0.000
H 3.797 2.810 -3.302 0.000
H -6.473 -0.140 -2.961 0.000
Cl 2.503 -5.000 -3.237 0.001
H -0.653 -2.159 5.992 0.000
H -1.267 -4.005 2.940 0.000
O -2.073 -1.743 -0.003 0.319
N 0.362 -1.385 1.909 0.034
H -2.928 3.610 0.459 0.000
C 2.206 3.814 -0.621 0.004
H 5.161 4.596 0.337 0.000
C -3.893 0.532 -2.109 0.001
H 1.472 3.578 -1.389 0.002
C 2.514 0.214 -0.495 0.014
O -2.464 2.750 -1.804 0.001
C 3.691 -1.705 0.093 0.006
H -3.543 2.956 1.968 0.000
H -2.184 -2.298 5.114 0.000
H -4.633 2.329 -2.978 0.000
H -0.931 -3.555 4.968 0.000
H 1.741 3.613 0.346 0.001
C -1.568 -1.988 -1.046 0.414
C 0.130 -0.472 4.077 0.001
H -1.752 -2.343 -3.134 0.000
H 5.810 0.863 -0.276 0.000
C 4.869 0.320 -0.261 -0.001
H -0.753 2.335 0.814 0.001
H -1.077 3.466 2.126 0.000
Cl 0.094 -6.103 -2.079 0.001
C 0.752 -0.302 2.688 0.002
H 5.824 -1.557 0.234 0.001
H 4.639 3.343 1.471 0.000
H 4.745 4.181 -2.710 0.000
S -2.552 1.383 -1.227 0.002
O 1.461 0.611 2.357 0.001
H -0.590 0.326 4.270 0.000
H -5.576 1.784 -1.613 0.000
Co 0.449 -1.438 -0.211 2.785
C -5.048 1.439 -2.503 0.000
C -1.444 2.568 1.628 0.000
H -1.386 1.743 2.345 0.000
H -5.515 0.393 -4.344 0.000
H 6.004 3.048 0.391 0.000
C 5.021 3.519 0.462 0.000
H -1.734 -3.769 -2.099 0.000
H -6.829 1.401 -3.742 0.000
Si 3.803 2.865 -0.817 0.002
C 1.551 -5.119 -1.767 0.002
H 3.625 -2.759 0.346 0.000
N -0.706 -3.434 2.335 0.001
C -3.399 1.532 0.387 0.000
C -1.108 -2.482 5.057 0.001
H -3.215 -2.767 -2.158 0.012
C -2.871 2.751 1.130 0.000
H 5.430 2.551 -2.682 0.000
Cl 2.512 -5.892 -0.498 0.001
C 1.051 -3.723 -1.284 0.007
O 0.567 -3.686 -0.117 0.042
S 0.894 0.742 -0.874 0.123



Entry 4:
82
Properties=species:S:1:pos:R:3:lowdin_charge:R:1 method="wB97M-V/def2-TZVPD" smiles="O=C1OC[C@@H](F)O1.O=C1OC[C@@H](F)O1.O=C1OC[C@@H](F)O1.C[N+](=O)[O-].O=S1(=O)CCCC1.O=S1(=O)CCCC1.O=S1(=O)CCCC1" total_charge=0 homo_lumo_gap_ev=10.2 e_above_lowest_kj_mol=486.82
S 10.572 0.333 -2.650 0.739
H 12.355 2.709 -2.244 0.106
C 11.762 0.525 -4.046 -0.218
H 10.466 8.546 -3.762 0.123
H 8.992 -8.597 -3.656 0.096
C 7.775 -2.415 -8.662 -0.056
O 10.561 10.012 -5.252 0.043
C 5.048 -0.772 -0.758 -0.273
N 17.561 6.281 0.206 -0.459
C 16.324 5.526 -0.019 0.030
H 10.516 -5.120 -4.034 0.117
H 11.077 -6.982 -2.804 0.116
H 8.310 -3.356 -8.540 0.147
O 7.260 0.555 -7.038 0.093
H 7.665 -5.740 -3.496 0.114
O 6.056 -1.248 -7.703 0.135
H 17.840 -3.053 -8.847 0.091
H 17.005 -0.892 -10.445 0.108
C 11.662 2.827 -3.078 -0.212
C 9.708 -5.478 -3.397 -0.213
C 8.456 -5.602 -4.233 -0.280
H 8.068 -4.747 -4.786 0.109
O 3.467 -1.610 -2.037 0.021
H 15.508 5.973 0.548 0.103
S 17.189 -1.794 -6.781 0.697
C 10.594 9.804 -6.606 -0.519
H 16.077 5.515 -1.081 0.100
H 15.610 0.048 -8.629 0.112
H 16.215 -2.518 -8.905 0.086
H 10.388 7.122 -5.717 0.167
H 9.612 2.397 -3.229 0.097
C 9.643 -7.893 -4.175 -0.202
O 11.233 10.474 -7.412 0.141
O 18.590 5.780 -0.208 0.062
F 8.443 7.434 -5.552 0.095
H 12.693 0.003 -3.825 0.098
H 8.020 -1.938 -9.611 0.143
C 10.378 2.185 -2.483 -0.201
H 18.431 -0.622 -9.701 0.109
O 15.930 -2.257 -6.294 -0.335
H 10.404 -8.424 -4.746 0.104
O 3.753 -0.509 -0.158 0.164
O 1.691 -0.509 -1.109 0.131
H 9.340 -7.199 -2.206 0.114
C 2.879 -0.822 -1.049 -0.545
C 16.685 0.225 -8.584 -0.238
O 11.412 -0.163 -1.543 -0.362
C 17.391 -0.800 -9.430 -0.213
H 5.805 -1.090 -0.040 0.164
H 11.658 3.888 -3.325 0.106
H 16.738 4.528 0.126 0.103
H 11.326 0.075 -4.938 0.093
C 17.219 -2.179 -8.647 -0.170
H 10.107 2.434 -1.457 0.103
O 9.280 -6.658 -6.591 -0.329
C 9.650 7.924 -5.751 -0.271
O 17.450 7.355 0.790 0.060
C 12.052 2.030 -4.347 -0.201
F 5.814 -3.479 -7.569 0.049
H 5.347 -1.799 -2.748 0.148
O 8.288 -1.463 -7.753 0.060
O 7.295 -7.636 -5.427 -0.342
C 10.010 -6.935 -3.023 -0.210
C 9.867 8.979 -4.563 -0.044
C 17.147 0.034 -7.115 -0.213
H 18.190 0.339 -7.198 0.094
H 13.040 2.085 -4.804 0.108
O 18.424 -2.021 -6.022 -0.346
H 9.537 -4.776 -2.581 0.122
C 4.814 -1.895 -1.801 -0.056
C 7.239 -0.646 -7.450 -0.460
O 9.300 -0.330 -3.051 -0.364
H 11.443 2.277 -5.217 0.106
H 9.003 9.394 -4.045 0.134
C 6.261 -2.449 -8.383 -0.276
O 9.762 8.799 -6.903 0.129
H 5.723 -2.544 -9.326 0.167
F 5.342 0.404 -1.306 0.104
H 16.847 1.266 -8.862 0.115
S 8.585 -6.954 -5.339 0.685
H 16.743 0.572 -6.257 0.100
H 4.722 -2.875 -1.334 0.141



Number 1: calculated total energy -2410.984089 Eh, F_max 1.725 eV Å⁻¹. Number 2: calculated total energy -5347.455107 Eh, F_max 4.218 eV Å⁻¹. Number 3: calculated total energy -5304.415539 Eh, F_max 0.812 eV Å⁻¹. Number 4: calculated total energy -3687.640678 Eh, F_max 5.865 eV Å⁻¹.